(1)
One molecule with the formula C3H5N3OS. Source: the Open Molecules 2025 dataset; level of theory: ωB97M-V/def2-TZVPD.

Summary:
Orbital gap: 9.012 eV
Net charge: 0
Lowest unoccupied orbital energy: -0.006 hartree
SMILES string: [H]/N=C(\NN=C)OC=S
E_tot: -754.93437 hartree

Last column: Löwdin charge in e.
CARTESIAN COORDINATES (ANGSTROEM)
H -0.3997 -1.2651 2.4700  0.050
N -0.2624 -1.4882 1.5076  0.149
C -0.0915 -0.4770 0.7586  -0.452
N -0.0207 0.8539 1.1323  0.031
N -0.0174 2.0364 0.4469  -0.017
C 0.1843 2.1304 -0.8091  -0.027
O 0.1001 -0.6249 -0.5947  -0.096
C 0.0436 -1.8705 -1.1345  -0.695
S 0.2616 -2.0997 -2.7065  0.723
H -0.2084 1.0258 2.0873  0.127
H 0.1849 3.1389 -1.2200  0.066
H 0.3672 1.3172 -1.5231  0.071
H -0.1417 -2.6771 -0.4148  0.069

---

(2)
A 2-piece molecular cluster, C6H10N2O2 overall. Source: the Open Molecules 2025 dataset; level of theory: ωB97M-V/def2-TZVPD.

Summary:
Orbital gap: 10.432 eV
Net charge: 0
Lowest unoccupied orbital energy: 0.020 hartree
SMILES string: C#C[C@@H]1NC(=O)N[C@@H]1C.O
E_tot: -494.54677 hartree

Last column: Löwdin charge in e.
CARTESIAN COORDINATES (ANGSTROEM)
C -0.0618 2.7671 -4.3484  0.136
C 0.2169 2.0197 -3.4383  -0.084
C 0.5846 1.1461 -2.3116  -0.293
N 1.8211 1.5966 -1.6693  0.042
C 2.9888 0.7732 -2.2454  -0.451
O 4.1369 1.1695 -2.3875  0.073
N 2.3780 -0.1680 -3.0166  0.122
C 0.9533 -0.3000 -2.7455  -0.330
C 0.1685 -0.8852 -3.8995  -0.046
H -0.3842 3.4980 -5.0696  0.037
H -0.2500 1.1123 -1.5981  0.152
H 1.9923 2.5922 -1.5878  0.142
H 2.9255 -0.8759 -3.4840  0.161
H 0.8048 -0.9366 -1.8570  0.137
H 0.3073 -0.2927 -4.8132  0.083
H 0.5048 -1.9110 -4.0986  0.084
H -0.9005 -0.9131 -3.6490  0.092
O 2.5828 0.1869 0.3956  -0.145
H 2.0033 1.0019 -0.0398  0.084
H 1.8704 -0.4475 0.2134  0.006